Density functional theory data (ωB97M-V with the def2-TZVPD basis set) for a single C16H24N2O4 molecule.

Geometry as ORCA input:
```
! RIJCOSX wB97M-V def2-TZVPD def2/J DEFGRID3
* xyz 0 1
C -0.8518 0.5672 -4.3138
H -1.3823 0.7385 -3.3792
O -0.6121 -0.8127 -4.3962
C 0.1178 -1.1801 -5.5500
C 0.4349 -2.6717 -5.4764
H 0.7095 -3.0336 -6.4672
H -0.4678 -3.1933 -5.1522
C 1.5815 -2.9620 -4.5028
N 1.3352 -2.3950 -3.1982
C 1.9428 -1.2433 -2.8138
O 2.8832 -0.7550 -3.4116
C 1.3845 -0.6289 -1.5725
C 1.4473 0.7557 -1.4468
C 0.9212 1.3821 -0.3353
C 0.3581 0.6315 0.6919
C 0.3105 -0.7546 0.5761
C 0.8114 -1.3795 -0.5508
H 0.7770 -2.4574 -0.6192
H -0.1469 -1.3508 1.3536
C -0.2112 1.3557 1.8703
O -0.7884 2.4185 1.7639
N -0.0093 0.7349 3.0570
H 0.5279 -0.1169 3.0836
C -0.5063 1.2465 4.3113
C -1.3897 0.2205 5.0220
C -1.9234 0.7697 6.3399
O -2.7896 1.8446 6.0686
C -3.3098 2.4413 7.2256
H -3.8939 1.7242 7.8173
H -2.5108 2.8479 7.8589
H -3.9569 3.2504 6.8942
H -2.4639 -0.0210 6.8862
H -1.0884 1.1079 6.9759
H -2.2352 -0.0294 4.3803
H -0.8191 -0.6890 5.2245
H -1.0888 2.1410 4.0835
H 0.3345 1.5236 4.9589
H 0.9408 2.4572 -0.2405
H 1.9111 1.3260 -2.2374
H 0.4292 -2.5949 -2.8029
H 1.7216 -4.0437 -4.4057
H 2.5094 -2.5131 -4.8661
H -0.4796 -0.9613 -6.4492
H 1.0490 -0.5976 -5.6073
H -1.4650 0.9144 -5.1548
H 0.0884 1.1314 -4.3074
*
```

SMILES string	COCCCNC(=O)c1ccc(C(=O)NCCCOC)cc1
frontier orbital gap	9.83	eV
HOMO energy	-9.3	eV
ΔE to the lowest compared entry with this formula, charge and spin	40.2	kcal per mole
energy	-28151.9341	eV
lowest unoccupied orbital energy	0.54	eV

Mulliken charges in e: -0.782, 0.234, -0.316, -0.527, -0.660, 0.372, 0.310, -0.872, -0.123, 0.256, -0.661, 0.503, -0.639, -0.749, 0.768, -0.862, -0.456, 0.537, 0.446, 0.352, -0.653, -0.147, 0.295, -0.826, -0.443, -0.636, -0.276, -0.736, 0.288, 0.307, 0.234, 0.399, 0.350, 0.277, 0.361, 0.348, 0.285, 0.441, 0.500, 0.297, 0.294, 0.419, 0.513, 0.318, 0.336, 0.322